C25H50BCl14N2O3 as an isolated structure in a non-equilibrium geometry, computed with wB97M-V/def2-TZVPD.

Output
* net charge: -1
* HOMO: -3.8 eV

Cartesian coordinates (Å):
H (-0.221, -10.459, -1.082)
C (0.323, 1.546, 1.821)
H (-3.483, -5.278, -2.274)
H (0.993, 0.237, -3.090)
H (2.782, -6.424, -7.171)
H (3.936, 2.482, 5.612)
O (1.275, 0.981, -0.349)
C (0.693, 2.157, -1.075)
H (-2.152, -6.161, -1.507)
H (-1.176, -2.376, 1.412)
Cl (2.303, 2.422, -4.178)
C (2.265, -6.042, -6.286)
H (5.221, 4.482, 7.585)
H (1.509, 5.263, -6.417)
H (2.861, 5.048, -5.293)
C (5.262, 3.786, 6.741)
C (-6.192, 3.694, 6.732)
H (1.207, -6.309, -6.368)
C (-1.895, 3.185, -0.836)
Cl (-3.552, 3.726, 7.481)
H (-0.551, 4.565, 3.075)
C (-0.920, 1.848, -1.084)
C (-0.528, -9.484, -1.473)
H (-1.416, -5.524, -3.752)
H (-1.788, -0.150, -3.831)
H (2.150, -4.060, -7.121)
Cl (-4.091, 5.641, 3.233)
O (1.797, 1.403, 3.883)
C (-0.425, -1.972, 0.577)
Cl (-2.059, -3.270, -3.820)
H (-1.552, -9.576, -1.849)
H (-1.974, -0.584, -2.007)
C (3.926, 3.096, 6.518)
C (-2.459, -5.186, -1.898)
C (1.623, 3.282, -5.582)
H (1.433, -8.847, -2.168)
C (2.711, 2.931, 2.015)
Cl (5.799, 4.692, 5.304)
Cl (-1.638, 4.784, 1.009)
C (0.233, -0.667, -2.913)
C (-1.287, -0.006, -2.757)
C (0.524, -3.299, 0.209)
H (1.962, 2.330, 4.277)
H (3.698, 2.445, 7.368)
C (-2.907, 4.190, -0.777)
H (0.751, 3.166, -0.445)
H (-0.958, -1.691, -0.428)
C (1.815, 4.786, -5.481)
C (1.871, 1.553, 2.419)
C (-1.444, 5.108, 2.750)
H (-4.600, 4.518, 5.538)
H (3.596, 3.008, 2.802)
H (-2.435, 4.739, 4.626)
C (-4.773, 3.653, 6.186)
H (-0.059, 2.628, 1.570)
O (-1.153, 0.875, -0.005)
H (-4.593, 2.747, 5.599)
H (0.545, -3.395, -0.980)
H (-2.195, 1.835, -2.767)
H (-0.498, -4.549, -2.593)
H (3.102, 2.900, 0.909)
H (0.597, -1.196, -1.931)
H (2.140, 2.899, -6.467)
Cl (-0.544, -8.358, -0.094)
N (-1.220, 1.486, -2.522)
Cl (2.583, 4.258, 6.384)
Cl (-2.475, -4.060, -0.519)
H (-1.257, 6.178, 2.878)
H (1.397, -1.047, 1.177)
H (0.565, 3.014, -5.664)
H (0.514, -9.822, -3.327)
H (-6.341, 4.545, 7.404)
B (0.165, 0.486, 0.531)
H (-0.077, -4.265, 0.572)
H (6.035, 3.041, 6.952)
C (2.456, -4.537, -6.185)
H (2.525, 0.654, 2.014)
H (1.972, 3.826, 2.209)
H (0.335, -1.352, -3.863)
H (-3.785, 4.916, -1.134)
C (-2.648, 4.649, 3.557)
Cl (0.823, 5.506, -4.188)
H (-0.425, 1.122, 2.649)
Cl (1.465, -3.818, -4.892)
H (-6.905, 3.784, 5.907)
C (0.432, -9.041, -2.565)
H (1.225, 2.458, -2.075)
C (-1.499, -4.743, -2.990)
H (-2.900, 3.604, 3.348)
H (3.502, -4.275, -5.997)
Cl (2.944, -6.901, -4.882)
H (1.599, -3.226, 0.669)
N (0.353, -0.849, 1.227)
Cl (-6.614, 2.208, 7.618)
Cl (-0.128, -7.568, -3.395)

Per-atom Löwdin charges, elementary charge units:
1. H 0.070
2. C -0.056
3. H 0.067
4. H 0.045
5. H 0.069
6. H 0.059
7. O -0.073
8. C -0.103
9. H 0.029
10. H 0.102
11. Cl 0.616
12. C -0.662
13. H 0.065
14. H 0.065
15. H 0.065
16. C -0.670
17. C -0.664
18. H 0.065
19. C -0.064
20. Cl 0.536
21. H 0.062
22. C -0.363
23. C -0.661
24. H -0.006
25. H 0.105
26. H 0.072
27. Cl 0.539
28. O -0.152
29. C -0.300
30. Cl 0.573
31. H 0.069
32. H 0.103
33. C -0.660
34. C -0.639
35. C -0.643
36. H 0.072
37. C -0.073
38. Cl 0.529
39. Cl 0.710
40. C -0.101
41. C -0.256
42. C -0.153
43. H 0.054
44. H 0.075
45. C -0.159
46. H 0.116
47. H 0.064
48. C -0.674
49. C -0.355
50. C -0.607
51. H 0.005
52. H 0.068
53. H 0.056
54. C -0.681
55. H 0.058
56. O 0.023
57. H 0.078
58. H 0.049
59. H 0.106
60. H 0.036
61. H 0.086
62. H 0.069
63. H 0.066
64. Cl 0.559
65. N -0.040
66. Cl 0.544
67. Cl 0.633
68. H 0.061
69. H 0.099
70. H 0.074
71. H 0.073
72. H 0.068
73. B -1.020
74. H 0.037
75. H 0.070
76. C -0.657
77. H 0.138
78. H 0.076
79. H 0.019
80. H 0.068
81. C -0.647
82. Cl 0.541
83. H 0.117
84. Cl 0.586
85. H 0.073
86. C -0.640
87. H 0.039
88. C -0.716
89. H 0.081
90. H 0.069
91. Cl 0.522
92. H 0.071
93. N 0.053
94. Cl 0.525
95. Cl 0.604

An isolated ion of composition C25H50BClN4O4P and charge +1 in a non-equilibrium geometry, computed with wB97M-V/def2-TZVPD.

Output
* SMILES: CC[C@H](Cl)[C@@]1(B(O)N(C)C)[NH2+][C@](COO)([PH2]=N)O[C@@H]1CCCCCCCCCCCCn1cccc1
* net charge: +1
* HOMO: -9.7 eV

Cartesian coordinates (Å):
C (1.683, 1.356, 4.094)
O (1.257, 4.587, -2.661)
H (3.117, -1.627, -1.851)
P (1.012, 0.008, -2.974)
H (-3.015, -5.260, 0.815)
C (3.762, 2.604, 0.721)
H (2.596, 2.073, 4.265)
H (-4.398, -3.365, -0.364)
H (0.231, -3.400, 0.756)
H (1.691, 2.336, -3.675)
C (-6.517, 2.205, -0.056)
H (-7.454, 0.310, -3.276)
H (5.106, 0.188, -0.326)
C (-1.506, -4.615, -0.788)
H (-0.165, -6.315, 0.211)
N (1.454, 1.123, 2.610)
H (3.177, 2.970, -2.663)
H (1.786, -1.816, 0.719)
C (3.131, 4.686, 2.217)
C (-3.306, -0.312, 0.703)
O (1.114, 3.479, -1.964)
H (0.996, 1.632, 0.046)
Cl (5.077, 3.119, -0.468)
H (4.730, 0.167, 2.464)
H (4.155, 5.218, 2.021)
H (3.031, -4.474, -0.709)
H (-3.546, 3.279, -0.330)
H (1.327, 0.072, -0.264)
H (-8.845, 1.651, -0.828)
C (0.436, 0.007, 2.506)
H (-1.742, -4.045, 1.490)
H (-1.372, -3.674, -1.484)
H (1.842, 0.280, 4.571)
O (3.817, -0.032, 2.867)
H (1.863, 5.220, -2.152)
C (3.619, -1.489, -0.776)
N (2.028, -0.534, -4.152)
H (0.721, 1.814, 4.618)
C (2.082, 2.547, -2.568)
C (0.944, -4.297, 0.432)
H (-4.428, 0.717, -2.745)
H (0.547, -1.177, -2.265)
C (-4.006, 2.258, 0.015)
C (2.113, 1.093, -1.811)
C (-7.682, 1.585, -1.045)
H (1.678, -0.228, -5.086)
C (3.125, 1.080, 0.442)
H (0.476, -5.535, -1.478)
H (1.006, -1.001, 2.711)
C (-0.050, -5.330, -0.427)
H (-4.319, 2.291, 1.162)
H (1.559, 3.370, 1.229)
H (-0.408, 0.097, 3.331)
N (1.776, 1.037, -0.307)
H (-0.082, 0.789, -3.529)
H (-2.105, -5.437, -1.407)
C (-3.487, -3.047, 0.336)
H (3.439, -2.664, 1.175)
H (3.287, 3.904, 3.105)
H (-3.975, -2.837, 1.398)
H (4.309, 2.509, 1.779)
B (2.804, 0.687, 2.042)
H (-3.137, -1.392, -1.310)
H (-1.814, 1.392, 0.299)
C (-2.415, -4.270, 0.536)
H (4.669, -2.051, -0.880)
C (-5.360, 1.059, -2.083)
H (2.274, 5.409, 2.596)
C (2.618, 3.761, 0.920)
H (-2.807, -0.373, 1.778)
C (-6.970, 0.862, -2.354)
H (-1.660, -1.751, -0.192)
O (3.533, 0.652, -1.849)
C (-2.832, -1.631, -0.182)
H (-4.471, -0.333, 0.877)
H (1.653, -3.309, -1.506)
C (-2.872, 1.050, -0.114)
H (-0.141, -0.005, 1.468)
H (-2.708, 0.760, -1.248)
H (1.414, -4.824, 1.383)
C (3.932, 0.065, -0.520)
H (-6.620, 2.808, 0.949)
H (2.526, 4.523, 0.025)
C (2.176, -3.699, -0.512)
N (-5.216, 1.803, -0.774)
C (2.732, -2.337, 0.270)

Per-atom Löwdin charges, elementary charge units:
1. C -0.097
2. O -0.050
3. H 0.114
4. P 0.798
5. H 0.124
6. C -0.532
7. H 0.100
8. H 0.128
9. H 0.085
10. H 0.134
11. C -0.042
12. H 0.083
13. H 0.180
14. C -0.218
15. H 0.117
16. N -0.153
17. H 0.143
18. H 0.075
19. C -0.105
20. C -0.209
21. O -0.223
22. H 0.163
23. Cl 0.633
24. H 0.137
25. H 0.095
26. H 0.132
27. H 0.126
28. H 0.138
29. H 0.082
30. C -0.101
31. H 0.111
32. H 0.100
33. H 0.119
34. O 0.068
35. H 0.147
36. C -0.131
37. N -0.283
38. H 0.122
39. C -0.113
40. C -0.209
41. H 0.105
42. H 0.005
43. C -0.178
44. C -0.410
45. C -0.075
46. H -0.017
47. C -0.185
48. H 0.116
49. H 0.111
50. C -0.198
51. H 0.132
52. H 0.112
53. H 0.123
54. N 0.146
55. H 0.042
56. H 0.122
57. C -0.210
58. H 0.142
59. H 0.071
60. H 0.116
61. H 0.123
62. B -0.436
63. H 0.111
64. H 0.087
65. C -0.227
66. H 0.155
67. C -0.059
68. H 0.101
69. C -0.227
70. H 0.109
71. C -0.064
72. H 0.082
73. O -0.151
74. C -0.224
75. H 0.124
76. H 0.107
77. C -0.205
78. H 0.080
79. H 0.083
80. H 0.123
81. C -0.178
82. H 0.111
83. H 0.107
84. C -0.188
85. N -0.201
86. C -0.206

A 4-piece molecular cluster, C25H50BrO7S overall in a non-equilibrium geometry, computed with wB97M-V/def2-TZVPD.

Output
* net charge: -1
* HOMO: -2.1 eV

Cartesian coordinates (Å):
C (6.946, -5.694, -2.558)
H (-7.458, 4.143, -1.043)
C (-1.006, -3.904, 1.082)
H (-2.299, 1.036, -0.028)
C (3.320, -1.939, -0.590)
H (3.903, -2.433, 0.208)
C (2.554, 1.408, 0.705)
C (2.482, -4.365, -0.812)
H (1.716, 3.970, 5.392)
H (1.554, -2.579, -1.832)
S (-4.450, 1.162, -1.267)
O (-5.010, 4.007, 0.375)
H (-4.083, -0.052, -1.804)
C (-3.709, -1.104, 1.125)
H (0.763, -2.669, 1.071)
Br (-1.561, -1.492, 3.091)
H (-2.400, -3.108, -0.417)
H (1.610, -4.946, 1.098)
H (-3.144, -3.561, 1.151)
H (-4.964, 0.630, 1.456)
H (-0.047, -2.893, -0.551)
C (1.553, 4.547, 3.350)
H (7.707, -3.994, -3.670)
H (1.958, 1.056, 1.572)
H (-3.429, 2.365, 0.525)
C (-3.338, 1.311, 0.222)
O (3.996, -5.702, -4.481)
O (5.582, -5.566, -2.967)
H (-5.520, 6.662, -2.279)
H (7.449, -6.484, -3.119)
C (0.313, -3.394, 0.367)
C (2.531, -2.957, -1.493)
H (-0.689, 4.673, 5.457)
H (2.486, -5.133, -1.615)
C (6.186, -5.569, -5.348)
H (3.401, -4.505, -0.212)
H (-6.507, 4.881, -2.356)
H (-0.862, 3.410, 3.235)
C (-2.246, -3.058, 0.682)
H (-7.841, 6.620, -1.197)
C (1.219, -4.631, 0.101)
H (5.830, -6.172, -6.182)
C (-1.367, 4.981, 4.660)
H (6.915, -6.021, -1.520)
C (-5.522, 4.756, -0.409)
C (-0.892, 4.498, 3.305)
C (-3.873, 0.417, 1.396)
C (2.420, -0.786, -0.035)
H (-6.107, 3.275, -1.801)
H (-4.102, -1.416, 0.134)
H (1.877, 1.946, 0.001)
O (0.379, 5.069, 2.967)
H (3.147, -3.084, -2.413)
H (2.403, 2.818, 4.228)
O (3.272, 0.365, 0.084)
H (2.130, -1.066, 1.001)
H (7.165, -5.962, -5.078)
H (-3.380, 0.736, 2.334)
H (4.073, -1.433, -1.237)
C (5.169, -5.645, -4.241)
H (1.548, -0.595, -0.686)
H (7.151, -3.613, -2.051)
C (7.670, -4.366, -2.645)
H (-1.408, 6.072, 4.681)
H (8.693, -4.462, -2.275)
H (-2.360, 4.587, 4.880)
H (-1.175, -4.931, 0.671)
C (-6.460, 4.250, -1.470)
H (-7.303, 7.852, -0.071)
H (-5.062, 7.898, -1.130)
H (3.263, 2.181, 1.070)
C (-7.156, 7.461, -1.079)
C (1.570, 3.492, 4.423)
H (0.674, 2.876, 4.451)
H (0.678, -5.513, -0.290)
O (2.577, 4.974, 2.887)
H (-0.873, -4.037, 2.169)
H (-1.584, 4.840, 2.537)
C (-5.714, 7.037, -1.273)
C (-2.213, -1.576, 1.186)
H (-7.429, 8.233, -1.800)
H (-4.260, -1.633, 1.953)
O (-5.319, 6.081, -0.287)
H (6.285, -4.533, -5.673)

Per-atom Löwdin charges, elementary charge units:
1. C -0.235
2. H 0.098
3. C -0.278
4. H 0.059
5. C -0.157
6. H 0.106
7. C -0.141
8. C -0.201
9. H 0.092
10. H 0.096
11. S 0.647
12. O 0.094
13. H -0.146
14. C -0.373
15. H 0.089
16. Br 0.425
17. H 0.098
18. H 0.106
19. H 0.087
20. H 0.088
21. H 0.099
22. C -0.541
23. H 0.067
24. H 0.086
25. H 0.028
26. C -0.518
27. O 0.110
28. O -0.002
29. H 0.113
30. H 0.111
31. C -0.210
32. C -0.198
33. H 0.065
34. H 0.093
35. C 0.006
36. H 0.089
37. H 0.070
38. H 0.118
39. C -0.356
40. H 0.066
41. C -0.198
42. H 0.089
43. C -0.067
44. H 0.123
45. C -0.518
46. C -0.223
47. C -0.314
48. C -0.226
49. H 0.028
50. H 0.078
51. H 0.093
52. O 0.000
53. H 0.093
54. H 0.089
55. O -0.212
56. H 0.112
57. H 0.067
58. H 0.074
59. H 0.103
60. C -0.538
61. H 0.129
62. H 0.085
63. C -0.064
64. H 0.079
65. H 0.080
66. H 0.083
67. H 0.089
68. C 0.003
69. H 0.082
70. H 0.120
71. H 0.085
72. C -0.070
73. C 0.010
74. H 0.074
75. H 0.094
76. O 0.092
77. H 0.062
78. H 0.124
79. C -0.240
80. C -0.674
81. H 0.078
82. H 0.083
83. O -0.001
84. H 0.096